1.
75
Properties=species:S:1:pos:R:3:lowdin_charge:R:1 method="wB97M-V/def2-TZVPD" e_tot_ha=-15114.46798 charge=0
C 3.445 -1.885 -0.683 -0.175
C 3.374 -1.440 -2.222 -0.011
C 2.496 -0.143 -2.587 0.010
C 1.676 0.770 -1.498 -0.119
C 0.817 2.001 -2.118 -0.188
C -0.182 2.748 -1.077 -0.198
C -1.312 1.801 -0.378 -0.165
C -1.679 0.435 -1.178 -0.121
C -2.118 0.312 -2.722 -0.005
C -2.389 -1.166 -3.327 0.033
C -2.244 -2.515 -2.466 -0.227
N -2.398 -3.952 -2.813 -0.245
S -2.101 -4.872 -1.340 0.857
N -1.720 -3.702 -0.083 -0.296
C -1.854 -2.426 -0.909 -0.372
C -1.582 -0.940 -0.312 -0.140
C 1.759 0.347 0.048 -0.099
C 2.654 -0.969 0.411 -0.405
H 4.060 -2.841 -0.435 0.095
H 3.933 -2.015 -3.082 0.130
H 2.436 0.168 -3.715 0.109
H 1.609 2.808 -2.455 0.133
H 0.251 1.720 -3.113 0.115
H 0.406 3.384 -0.278 0.133
H -0.773 3.550 -1.708 0.119
H -2.286 2.440 -0.214 0.123
H -0.915 1.537 0.700 0.112
H -2.201 1.297 -3.347 0.111
H -2.669 -1.219 -4.448 0.102
H -1.291 -0.872 0.837 0.104
H 1.191 0.953 0.853 0.091
H 2.707 -1.315 1.530 0.082
Br 4.290 -1.371 4.220 0.839
C 5.800 -0.259 3.691 -0.686
C 5.363 0.799 2.709 -0.501
Br 5.090 0.079 0.907 0.846
H 6.567 -0.927 3.304 -0.040
H 6.159 0.201 4.614 0.077
H 6.141 1.559 2.594 0.076
H 4.425 1.284 2.992 0.069
N 1.251 0.375 3.679 -0.626
O 1.473 1.504 3.203 -0.076
O 2.198 -0.412 3.885 -0.350
O 0.087 0.031 3.946 -0.050
C -5.619 3.715 3.168 -0.169
C -4.485 3.686 2.155 -0.250
O -4.928 3.543 0.806 -0.197
C -5.780 4.570 0.307 -0.329
C -5.142 5.948 0.323 -0.064
H -6.228 2.807 3.091 -0.054
H -5.218 3.785 4.184 0.107
H -6.284 4.567 3.012 0.042
H -3.847 2.822 2.366 0.129
H -3.845 4.570 2.249 0.118
H -6.731 4.569 0.846 -0.045
H -6.014 4.304 -0.730 0.132
H -4.897 6.272 1.337 0.071
H -5.822 6.688 -0.109 0.086
H -4.211 5.947 -0.253 0.086
Al -7.854 2.979 1.913 0.755
O 8.074 -1.593 1.625 -0.391
H 8.916 -1.239 1.289 0.075
H 7.596 -1.886 0.817 -0.185
C 0.322 -7.444 -3.927 -1.961
Cl -0.397 -6.161 -2.922 0.482
Cl -0.881 -8.013 -5.110 0.506
Cl 1.740 -6.800 -4.786 0.569
Cl 0.821 -8.800 -2.890 0.549
C 3.011 -5.776 -1.835 -1.103
O 2.489 -6.596 -1.083 0.014
O 2.482 -4.706 -2.207 -0.038
O 4.147 -5.887 -2.340 0.059
Ca 0.639 -2.052 -0.051 1.444
Br -10.147 1.185 1.756 -0.420
Br 6.149 -1.863 1.383 0.708

=====

2.
120
Properties=species:S:1:pos:R:3:lowdin_charge:R:1 method="wB97M-V/def2-TZVPD" smiles="CN(C)C=O.CN(C)C=O.CN(C)C=O.CN(C)C=O.CN(C)C=O.CN(C)C=O.CN(C)C=O.CCCC#N.CCCC#N.CCCC#N" e_tot_ha=-2373.55403 charge=0
C -2.823 -4.903 -1.700 -0.026
N -2.347 -4.712 -0.293 -0.190
C -3.207 -3.888 0.517 -0.051
C -1.289 -5.385 0.190 -0.342
O -0.825 -5.256 1.332 -0.021
H -3.599 -5.650 -1.822 0.085
H -1.998 -5.282 -2.276 0.075
H -3.138 -3.939 -2.039 0.077
H -4.225 -3.931 0.125 0.088
H -3.142 -4.220 1.592 0.115
H -2.875 -2.850 0.501 0.058
H -0.850 -5.944 -0.651 0.132
C -5.219 2.441 1.453 -0.009
N -3.869 3.092 1.429 -0.156
C -3.527 4.092 2.452 -0.053
C -3.073 3.089 0.327 -0.302
O -3.162 2.389 -0.706 -0.043
H -5.296 1.688 2.265 0.099
H -5.326 1.852 0.531 0.070
H -6.002 3.130 1.589 0.064
H -2.569 4.477 2.151 0.047
H -4.201 4.931 2.465 0.077
H -3.591 3.632 3.462 0.105
H -2.165 3.725 0.581 0.139
C 2.453 2.534 4.615 -0.085
N 1.099 2.489 4.118 -0.157
C 0.545 1.371 3.285 -0.023
C 0.685 3.766 3.749 -0.329
O -0.310 3.938 3.058 -0.017
H 3.132 2.480 3.787 0.067
H 2.603 1.795 5.403 0.086
H 2.631 3.501 5.058 0.076
H 1.006 1.420 2.288 0.080
H 0.815 0.418 3.766 0.059
H -0.532 1.413 3.304 0.082
H 1.279 4.582 4.086 0.116
C 4.550 -1.065 4.558 -0.031
N 3.760 -2.143 5.231 -0.161
C 4.509 -3.327 5.785 -0.033
C 2.445 -2.292 4.948 -0.351
O 1.779 -1.596 4.189 -0.010
H 5.169 -0.479 5.264 0.097
H 3.882 -0.415 4.069 0.051
H 5.156 -1.443 3.736 0.075
H 5.170 -2.968 6.592 0.086
H 3.759 -3.975 6.266 0.086
H 5.085 -3.807 4.997 0.079
H 2.008 -3.158 5.412 0.123
C -0.324 -1.594 1.082 -0.041
N -0.676 -1.029 -0.197 -0.153
C -0.984 0.398 -0.329 -0.023
C -0.630 -1.856 -1.274 -0.342
O -0.862 -1.492 -2.402 -0.005
H -1.212 -1.770 1.687 0.092
H 0.341 -0.905 1.619 0.077
H 0.173 -2.528 0.961 0.063
H -0.088 1.091 -0.175 0.098
H -1.428 0.474 -1.256 0.025
H -1.713 0.599 0.410 0.069
H -0.410 -2.897 -1.107 0.119
C 2.668 4.726 -1.616 -0.085
N 2.345 4.332 -0.313 -0.165
C 1.263 3.268 -0.116 0.007
C 3.161 4.570 0.694 -0.285
O 2.991 4.112 1.877 -0.061
H 2.863 3.843 -2.284 0.108
H 3.550 5.331 -1.700 0.083
H 1.847 5.302 -1.959 0.075
H 1.665 2.243 -0.335 0.078
H 0.987 3.275 0.938 0.053
H 0.452 3.468 -0.765 0.063
H 4.000 5.277 0.518 0.141
C -6.799 -0.722 -1.412 -0.031
N -5.375 -0.312 -1.627 -0.155
C -4.947 0.516 -2.833 -0.011
C -4.558 -0.587 -0.596 -0.366
O -4.929 -1.026 0.501 -0.028
H -7.372 -0.072 -0.724 0.093
H -6.820 -1.733 -0.983 0.086
H -7.146 -0.747 -2.419 0.065
H -5.289 0.108 -3.774 0.079
H -5.285 1.564 -2.643 0.097
H -3.877 0.569 -2.716 0.050
H -3.486 -0.449 -0.752 0.111
C -0.174 3.356 -4.407 -0.094
C -0.639 2.047 -3.752 -0.239
C -1.610 1.296 -4.632 -0.180
C -1.399 1.394 -6.105 -0.236
N -1.373 1.403 -7.242 0.139
H 0.603 3.219 -5.209 0.079
H 0.384 3.918 -3.663 0.044
H -1.050 3.970 -4.593 0.082
H -1.011 2.182 -2.740 0.090
H 0.223 1.385 -3.651 0.077
H -2.631 1.636 -4.607 0.101
H -1.743 0.256 -4.379 0.100
C 2.751 -4.620 2.014 -0.097
C 3.415 -3.375 1.606 -0.276
C 4.268 -3.560 0.345 -0.190
C 3.475 -3.874 -0.813 -0.236
N 2.840 -4.168 -1.720 0.159
H 3.498 -5.387 1.951 0.078
H 1.881 -4.837 1.423 0.060
H 2.335 -4.450 3.034 0.086
H 4.068 -2.983 2.448 0.107
H 2.714 -2.581 1.295 0.111
H 4.878 -4.416 0.461 0.103
H 4.871 -2.650 0.211 0.129
C 2.403 1.134 -5.202 -0.103
C 1.996 -0.270 -4.862 -0.247
C 2.979 -1.008 -3.912 -0.159
C 3.158 -0.251 -2.640 -0.235
N 3.241 0.260 -1.618 0.139
H 1.815 1.479 -6.075 0.082
H 3.439 1.204 -5.488 0.080
H 2.178 1.811 -4.386 0.047
H 2.062 -0.844 -5.769 0.103
H 1.027 -0.577 -4.506 0.094
H 4.013 -1.090 -4.282 0.122
H 2.660 -1.974 -3.550 0.090

=====

3.
14
Properties=species:S:1:pos:R:3:lowdin_charge:R:1 method="wB97M-V/def2-TZVPD" smiles="C=C1CC12CC2" relative_energy_kcal_mol=89.2 charge=0
C -1.496 1.703 -0.306 0.039
C -0.262 1.200 -0.195 -0.214
C 0.854 1.058 0.726 -0.034
C 0.220 -0.194 0.127 -0.317
C 1.030 -1.388 -0.346 -0.104
C -0.440 -1.527 -0.102 -0.089
H -1.868 2.730 -0.319 0.053
H -2.263 0.944 -0.318 0.050
H 1.843 1.131 0.284 0.107
H 0.746 1.403 1.744 0.101
H 1.640 -1.881 0.429 0.110
H 1.494 -1.442 -1.323 0.095
H -1.009 -1.486 -1.036 0.109
H -0.843 -2.234 0.616 0.094